117
Properties=species:S:1:pos:R:3:mulliken_charge:R:1 method="wB97M-V/def2-TZVPD" e_tot_ha=-4214.2156 spin_multiplicity=1 e_lumo_ev=2.15 molar_mass_g_mol=986.865 homo_ev=-4.9 charge=-1 relative_energy_ev=1.679
K -13.493 -2.669 19.319 0.94
C -11.463 -5.861 20.803 -0.57
C -11.591 -5.302 22.060 -0.29
N -11.188 -4.002 22.237 -0.49
C -10.686 -3.317 21.195 -0.11
C -10.511 -3.975 19.967 -0.12
N -10.867 -5.257 19.763 -0.62
C -10.428 -1.867 21.376 0.43
C -9.494 -1.319 20.544 -0.39
C -9.172 0.006 20.644 0.81
C -9.863 0.763 21.576 -0.60
C -10.908 0.132 22.275 0.92
N -11.247 -1.173 22.174 -0.38
C -11.779 1.058 23.084 -0.26
C -11.159 1.851 24.049 -0.33
N -11.687 2.889 24.543 -0.63
C -12.958 3.105 24.234 -0.70
C -13.600 2.334 23.271 -0.12
N -12.992 1.302 22.663 0.46
C -8.228 0.624 19.694 -0.46
C -8.615 1.624 18.844 -0.44
C -7.773 2.092 17.889 -0.36
N -6.528 1.655 17.798 -0.69
C -6.143 0.621 18.562 -0.41
C -6.944 0.119 19.540 -0.43
H -11.949 -6.790 20.581 0.38
H -12.015 -5.813 22.899 0.64
H -10.179 -3.496 19.071 0.61
H -8.915 -1.945 19.880 0.64
H -9.706 1.854 21.672 0.45
H -10.160 1.617 24.388 0.54
H -13.419 4.073 24.552 0.35
H -14.597 2.566 22.903 0.24
H -9.590 2.133 18.935 0.34
H -8.090 2.784 17.160 0.45
H -5.115 0.206 18.385 0.31
H -6.572 -0.702 20.185 0.42
C -17.497 1.102 20.121 -2.47
N -17.598 1.460 21.515 1.36
C -17.073 0.605 22.543 -1.77
P -17.662 -1.237 22.442 -0.17
C -16.164 -1.963 23.269 0.70
C -15.403 -1.325 24.300 0.35
C -14.236 -1.873 24.784 -0.99
C -13.804 -3.117 24.306 -0.46
C -14.523 -3.789 23.361 -0.26
C -15.730 -3.267 22.896 -0.79
C -18.874 -1.201 23.838 0.44
C -20.185 -0.966 23.389 -0.23
C -21.259 -0.836 24.228 -0.63
C -21.026 -0.895 25.602 -0.53
C -19.758 -1.133 26.087 -0.61
C -18.648 -1.285 25.228 -0.09
C -18.752 2.146 21.879 1.47
C -19.492 2.859 20.906 -0.64
C -20.647 3.593 21.276 -0.74
C -21.117 3.604 22.548 -0.73
C -20.414 2.866 23.564 -0.75
C -19.262 2.199 23.231 -0.43
P -15.827 0.424 19.654 1.35
C -14.730 1.887 19.773 0.01
C -13.332 1.611 19.533 -0.81
C -12.474 2.683 19.636 0.81
C -12.932 3.936 20.036 -0.58
C -14.250 4.162 20.335 -1.04
C -15.184 3.134 20.138 -0.68
C -16.139 -0.046 17.902 0.80
C -16.494 -1.331 17.538 -0.61
C -16.608 -1.637 16.206 -0.35
C -16.525 -0.665 15.216 -0.54
C -16.223 0.620 15.605 -0.59
C -16.013 0.888 16.922 -0.61
H -17.729 1.951 19.476 0.80
H -18.230 0.358 19.782 0.40
H -17.212 0.913 23.561 1.15
H -15.989 0.513 22.451 -0.06
H -15.711 -0.296 24.606 0.31
H -13.606 -1.423 25.537 0.41
H -12.905 -3.498 24.816 0.19
H -14.231 -4.805 23.061 0.28
H -16.284 -3.768 22.085 0.31
H -20.402 -0.860 22.288 0.24
H -22.297 -0.645 23.923 0.37
H -21.905 -0.893 26.266 0.34
H -19.535 -1.205 27.111 0.48
H -17.598 -1.511 25.572 0.23
H -19.256 2.727 19.852 0.39
H -21.128 4.158 20.515 0.40
H -22.054 4.071 22.736 0.39
H -20.710 2.934 24.575 0.48
H -18.775 1.651 24.018 0.10
H -13.008 0.631 19.246 0.63
H -11.442 2.653 19.414 0.11
H -12.226 4.752 20.250 0.33
H -14.577 5.137 20.660 0.38
H -16.233 3.273 20.432 0.33
H -16.465 -2.127 18.302 0.51
H -16.772 -2.690 15.847 0.31
H -16.481 -0.942 14.170 0.36
H -15.938 1.371 14.883 0.36
H -15.557 1.795 17.298 0.39
C -11.074 0.288 16.627 -1.04
C -10.862 -1.094 17.336 0.89
C -11.453 -2.147 16.426 -1.60
O -11.486 -1.184 18.594 -0.46
H -10.781 0.317 15.598 0.47
H -10.588 1.034 17.304 -0.08
H -12.122 0.621 16.619 0.10
H -9.742 -1.195 17.412 -0.02
H -12.473 -2.027 16.045 0.30
H -11.571 -3.133 16.896 0.32
H -10.848 -2.281 15.524 0.40
F -14.984 -4.546 18.007 -0.39
B -15.252 -5.092 19.278 -0.11
F -15.993 -6.224 19.295 -0.28
F -15.932 -4.064 19.970 -0.13
F -13.959 -5.245 19.850 -0.02


101
Properties=species:S:1:pos:R:3:mulliken_charge:R:1 method="wB97M-V/def2-TZVPD" e_tot_ha=-13554.4461 spin_multiplicity=2 e_lumo_ev="-5.04 / -7.10" molar_mass_g_mol=1383.031 homo_ev="-13.4 / -13.4" charge=+2
Hf -0.436 1.247 0.959 1.30
O 2.738 -0.055 6.422 -0.51
C 2.006 0.199 5.335 0.73
C 0.715 0.723 5.368 -0.73
C 0.062 0.928 4.184 -0.89
N 0.600 0.666 2.982 0.17
C 1.854 0.198 2.985 0.47
Br 2.655 -0.080 1.295 0.03
C 2.585 -0.081 4.103 -0.59
H 2.268 0.170 7.231 0.32
H 0.221 0.952 6.306 0.39
H -0.951 1.299 4.186 0.33
H 3.584 -0.487 4.044 0.56
C -3.232 7.664 4.819 -1.50
C -2.620 6.743 3.797 0.85
C -2.043 7.255 2.636 -0.86
C -1.436 6.424 1.713 -0.49
C -1.416 5.057 1.966 0.55
C -2.000 4.508 3.107 -0.42
C -2.602 5.359 4.010 -1.11
S -0.595 4.032 0.843 1.05
O -0.096 4.790 -0.254 -0.70
O -1.528 2.915 0.482 -0.56
N 0.498 3.101 1.586 0.60
C 1.711 3.756 2.052 0.73
C 1.860 5.146 2.115 -0.62
C 3.046 5.664 2.595 -0.71
C 4.050 4.807 3.004 -0.75
C 3.804 3.451 2.908 -0.44
N 2.660 2.942 2.445 0.11
H -3.560 8.601 4.368 0.39
H -2.495 7.907 5.588 0.30
H -4.085 7.198 5.315 0.39
H -2.074 8.323 2.450 0.40
H -0.990 6.819 0.806 0.59
H -2.001 3.437 3.273 0.19
H -3.076 4.950 4.895 0.43
H 1.082 5.817 1.790 0.19
H 3.183 6.738 2.648 0.44
H 4.995 5.177 3.383 0.42
H 4.556 2.725 3.211 0.43
Se 0.411 -5.666 1.044 0.06
P 0.408 -4.483 -0.802 -0.07
C -0.973 -4.886 -1.857 0.90
C -2.189 -5.203 -1.248 -0.48
C -3.283 -5.518 -2.036 -0.80
C -3.167 -5.512 -3.423 -0.61
C -1.959 -5.190 -4.027 -0.76
C -0.851 -4.883 -3.248 -0.13
C 1.947 -4.679 -1.658 0.71
C 2.158 -5.848 -2.398 -0.42
C 3.403 -6.078 -2.963 -0.81
C 4.429 -5.156 -2.775 -0.62
C 4.218 -4.007 -2.023 -0.68
C 2.975 -3.763 -1.457 -0.17
C 0.200 -2.860 -0.099 1.10
C 0.027 -1.560 -0.509 -1.56
N -0.204 -0.868 0.630 1.86
N -0.181 -1.697 1.688 -0.55
N 0.056 -2.894 1.262 -0.66
P 0.069 -0.623 -2.051 0.94
Se 0.500 1.443 -1.491 -0.31
C 1.395 -1.214 -3.089 1.01
C 1.131 -2.027 -4.191 -0.65
C 2.184 -2.464 -4.984 -0.70
C 3.484 -2.077 -4.689 -0.70
C 3.745 -1.257 -3.595 -0.77
C 2.704 -0.825 -2.792 -0.86
C -1.476 -0.841 -2.900 0.69
C -1.599 -0.271 -4.173 -0.33
C -2.797 -0.370 -4.855 -0.82
C -3.877 -1.015 -4.260 -0.72
C -3.759 -1.562 -2.989 -1.27
C -2.555 -1.484 -2.303 -0.20
H -2.275 -5.221 -0.167 0.42
H -4.226 -5.781 -1.568 0.45
H -4.023 -5.771 -4.038 0.44
H -1.872 -5.196 -5.109 0.47
H 0.097 -4.650 -3.716 0.51
H 1.364 -6.577 -2.523 0.51
H 3.576 -6.980 -3.538 0.45
H 5.405 -5.344 -3.210 0.46
H 5.028 -3.302 -1.867 0.49
H 2.812 -2.874 -0.856 0.43
H 0.113 -2.307 -4.433 0.57
H 1.985 -3.091 -5.847 0.48
H 4.300 -2.405 -5.324 0.46
H 4.761 -0.942 -3.379 0.53
H 2.902 -0.170 -1.950 0.36
H -0.764 0.262 -4.619 0.52
H -2.897 0.071 -5.841 0.45
H -4.823 -1.077 -4.788 0.47
H -4.612 -2.034 -2.515 0.57
H -2.481 -1.897 -1.306 0.62
F -2.156 1.112 2.216 -0.79
As -3.638 0.511 1.104 2.16
F -2.357 0.634 -0.186 -0.42
F -4.037 2.103 0.780 -0.44
F -4.748 -0.176 0.059 -0.42
F -4.545 0.455 2.507 -0.43
F -2.956 -0.999 1.424 -0.42


14
Properties=species:S:1:pos:R:3:mulliken_charge:R:1 method="wB97M-V/def2-TZVPD" e_tot_ha=-324.6573 spin_multiplicity=1 e_lumo_ev=0.96 molar_mass_g_mol=97.117 smiles="CN1C(=O)[C@@H]2C[C@@H]21" homo_ev=-9.1 relative_energy_ev=1.829
C 1.553 -0.077 0.611 -0.55
C -1.701 0.969 0.116 -0.88
C 0.755 0.394 -0.566 -0.29
C 1.062 -1.069 -0.420 -0.30
N -0.654 0.100 -0.352 0.05
C -0.430 -1.234 -0.151 0.42
O -1.161 -2.140 0.135 -0.61
H 1.069 1.123 -1.292 0.40
H 2.614 0.131 0.606 0.27
H 1.105 -0.070 1.595 0.20
H 1.704 -1.718 -0.985 0.35
H -2.048 0.663 1.106 0.30
H -1.317 1.986 0.168 0.36
H -2.550 0.943 -0.571 0.27


114
Properties=species:S:1:pos:R:3:mulliken_charge:R:1 method="wB97M-V/def2-TZVPD" e_tot_ha=-1901.8422 spin_multiplicity=1 e_lumo_ev=0.26 molar_mass_g_mol=576.894 smiles=CC(C)O.CC(C)O.CC(C)O.CC(C)O.CC(C)O.CC(C)O.CC(C)O.CC(C)O.CO.CO.CO homo_ev=-9.9 relative_energy_ev=1.747
C -2.058 -0.581 3.779 -0.47
C -2.872 0.701 3.575 1.97
C -3.929 0.493 2.483 -0.97
O -3.521 1.064 4.792 -0.62
H -2.631 -1.309 4.351 0.41
H -1.117 -0.318 4.267 -0.03
H -1.730 -0.916 2.792 -0.30
H -2.187 1.509 3.321 -1.07
H -4.609 -0.317 2.765 0.55
H -3.473 0.215 1.532 -0.41
H -4.511 1.412 2.398 0.48
H -4.174 0.367 4.924 0.42
C 1.894 -1.456 -2.820 -0.81
C 0.788 -2.113 -3.664 1.48
C 0.741 -1.513 -5.067 -1.23
O 1.194 -3.489 -3.699 -0.59
H 1.718 -0.388 -2.675 -0.02
H 2.854 -1.648 -3.300 0.53
H 1.911 -1.880 -1.815 0.00
H -0.122 -2.029 -3.064 -0.59
H 0.618 -0.434 -4.982 0.07
H -0.061 -1.917 -5.691 0.46
H 1.632 -1.820 -5.615 0.37
H 0.532 -4.001 -4.176 0.35
C -3.554 1.565 -0.829 -0.44
C -4.242 1.091 -2.121 0.58
C -4.318 -0.407 -2.319 -1.06
O -5.559 1.667 -2.212 -0.63
H -4.233 1.446 0.016 0.48
H -3.302 2.620 -0.941 0.36
H -2.645 1.006 -0.594 -0.46
H -3.693 1.549 -2.950 0.10
H -3.306 -0.790 -2.487 0.10
H -4.877 -0.669 -3.214 0.44
H -4.623 -0.956 -1.427 0.12
H -5.481 2.502 -2.679 0.37
C 0.097 2.743 -5.374 -1.50
C -0.719 2.901 -4.087 0.78
C -0.797 1.613 -3.308 -0.53
O -0.086 3.908 -3.279 -0.57
H -0.510 2.222 -6.121 0.38
H 1.006 2.160 -5.215 0.27
H 0.401 3.674 -5.855 0.41
H -1.725 3.214 -4.381 0.17
H -1.392 1.808 -2.414 -0.43
H 0.185 1.302 -2.943 0.03
H -1.251 0.821 -3.900 0.77
H -0.005 4.755 -3.722 0.32
C -2.774 -3.696 1.501 -1.52
C -2.499 -2.993 0.168 1.78
C -1.396 -3.731 -0.543 -1.38
O -3.683 -2.919 -0.625 -0.66
H -1.857 -3.725 2.092 0.35
H -3.106 -4.715 1.314 0.41
H -3.495 -3.089 2.054 0.35
H -2.230 -1.937 0.287 -0.57
H -0.434 -3.537 -0.075 0.04
H -1.412 -3.462 -1.603 0.22
H -1.550 -4.811 -0.610 0.53
H -4.420 -2.635 -0.078 0.39
C 3.585 -5.754 1.563 -1.50
C 3.721 -4.267 1.229 0.29
C 2.368 -3.643 1.016 -0.60
O 4.354 -3.598 2.333 -0.59
H 4.562 -6.159 1.838 0.40
H 3.179 -6.295 0.708 0.36
H 2.988 -5.937 2.459 0.34
H 4.385 -4.077 0.387 0.29
H 1.707 -4.291 0.435 0.30
H 2.407 -2.621 0.640 -0.05
H 1.818 -3.573 1.961 0.35
H 3.880 -3.800 3.146 0.37
C 4.401 -0.350 -0.757 -0.39
C 5.636 -0.037 -1.617 0.39
C 6.391 1.163 -1.049 -1.35
O 6.522 -1.155 -1.680 -0.57
H 4.397 0.085 0.243 0.48
H 4.204 -1.417 -0.664 0.06
H 3.590 0.110 -1.327 -0.30
H 5.314 0.106 -2.648 0.31
H 5.763 2.055 -0.989 0.31
H 7.258 1.429 -1.659 0.36
H 6.830 0.999 -0.063 0.34
H 6.523 -1.559 -0.806 0.34
C 0.699 2.354 3.753 -0.78
C 0.786 2.760 5.229 0.73
C -0.253 2.067 6.084 -1.15
O 2.097 2.498 5.702 -0.58
H 0.830 1.280 3.601 0.32
H 1.491 2.871 3.204 0.38
H -0.235 2.569 3.230 -0.30
H 0.623 3.841 5.318 0.16
H -0.213 0.989 5.931 0.24
H -1.225 2.500 5.851 0.28
H -0.030 2.243 7.138 0.39
H 2.697 2.466 4.954 0.32
C -2.523 4.052 1.624 0.00
O -2.696 5.156 2.496 -0.60
H -3.210 3.226 1.828 -0.05
H -2.697 4.356 0.591 0.33
H -1.500 3.661 1.643 0.02
H -2.853 4.740 3.350 0.33
C 1.760 3.032 -0.400 -0.52
O 0.338 3.053 -0.578 -0.34
H 2.156 2.037 -0.622 0.05
H 2.192 3.703 -1.146 0.40
H 2.026 3.334 0.609 0.20
H 0.187 3.179 -1.524 0.07
C 0.178 -0.270 0.151 -0.15
O -0.460 0.689 0.985 0.53
H -0.409 -0.275 -0.772 0.08
H 1.204 0.063 -0.027 -0.10
H 0.198 -1.267 0.587 0.10
H -0.343 1.551 0.570 -0.31


18
Properties=species:S:1:pos:R:3:mulliken_charge:R:1 method="wB97M-V/def2-TZVPD" e_tot_ha=-1042.7828 spin_multiplicity=1 e_lumo_ev=0.67 molar_mass_g_mol=188.170 homo_ev=-8.2 relative_energy_ev=4.232
C -1.149 1.355 0.683 -0.42
C -3.257 -0.320 -0.012 -0.68
C 0.739 -0.046 0.005 0.60
C 3.118 -0.006 -0.384 -0.70
C -0.298 -0.993 -0.146 0.80
O 0.330 0.853 0.933 -0.47
O 1.953 -0.622 -0.060 -0.32
F -0.610 -1.554 1.065 -0.31
F -0.129 -2.081 -0.868 -0.30
F 0.619 0.614 -1.279 -0.37
S -1.927 0.142 -0.700 0.07
H -0.762 2.142 0.121 0.37
H -1.502 1.691 1.709 0.29
H -3.304 -0.788 0.909 0.32
H -4.081 -0.666 -0.632 0.27
H 3.012 1.098 -0.583 0.31
H 3.447 -0.481 -1.241 0.29
H 3.802 -0.340 0.479 0.25


24
Properties=species:S:1:pos:R:3:mulliken_charge:R:1 method="wB97M-V/def2-TZVPD" e_tot_ha=-426.4970 spin_multiplicity=1 e_lumo_ev=0.86 molar_mass_g_mol=138.210 smiles=Cc1ccc(O)cc1.CC homo_ev=-8.1 relative_energy_ev=2.062
C 0.531 0.168 -3.694 -1.29
C 2.727 0.316 -0.675 -0.58
C 2.277 -0.047 -1.961 -0.69
C 1.780 0.415 0.364 0.85
C 0.876 0.143 -2.298 0.61
C 0.437 0.396 0.062 -0.18
C 0.076 0.164 -1.191 -0.45
O 2.090 0.507 1.671 -0.48
H 3.843 0.183 -0.495 0.21
H 2.947 -0.259 -2.753 0.39
H 2.988 0.671 1.843 0.30
H -0.272 0.377 0.879 0.19
H -0.543 0.345 -3.866 0.36
H 1.021 -0.630 -4.313 0.32
H -1.055 0.020 -1.474 0.14
H 1.120 1.105 -4.211 0.26
C -3.099 -1.041 2.403 -0.81
C -2.126 0.067 3.080 -0.87
H -3.025 -1.260 1.368 0.32
H -2.986 -1.931 2.887 0.31
H -4.150 -0.495 2.541 0.21
H -1.061 -0.320 3.168 0.23
H -2.387 0.098 4.150 0.34
H -2.010 1.008 2.516 0.31


18
Properties=species:S:1:pos:R:3:mulliken_charge:R:1 method="wB97M-V/def2-TZVPD" e_tot_ha=-327.1160 spin_multiplicity=1 e_lumo_ev=0.90 molar_mass_g_mol=101.149 smiles="CC[C@@H](C)NC=O" homo_ev=-9.8 relative_energy_ev=0.417
C 1.458 -0.517 1.348 -1.16
C 0.845 -1.001 0.034 -0.48
C -0.233 -0.077 -0.610 0.39
C -1.324 -0.922 -1.266 -1.56
N -0.805 0.884 0.321 -0.17
C -0.659 2.227 0.172 -0.06
O -0.105 2.779 -0.759 -0.56
H 2.244 0.229 1.196 0.29
H 0.703 -0.064 2.001 0.30
H 1.896 -1.355 1.898 0.37
H 1.645 -1.148 -0.704 0.29
H 0.402 -1.996 0.192 0.33
H 0.238 0.549 -1.374 0.27
H -0.885 -1.608 -2.000 0.37
H -1.852 -1.532 -0.520 0.37
H -2.058 -0.290 -1.775 0.39
H -1.299 0.553 1.140 0.30
H -1.109 2.791 1.012 0.33


45
Properties=species:S:1:pos:R:3:mulliken_charge:R:1 method="wB97M-V/def2-TZVPD" e_tot_ha=-1512.4845 spin_multiplicity=1 e_lumo_ev=-3.35 molar_mass_g_mol=286.483 homo_ev=-12.6 charge=+1
C -0.123 -4.758 3.262 -1.24
C -1.278 -3.805 2.940 -0.33
C -1.042 -2.382 3.475 -0.88
C -1.449 -1.220 2.557 -0.73
C -1.036 -1.340 1.085 -0.61
C 0.420 -1.745 0.862 -0.15
C 1.502 -0.665 1.111 -0.72
C 1.057 0.795 1.052 -0.95
C 0.695 1.341 -0.338 -0.03
C 1.652 0.923 -1.461 -0.41
C 1.903 2.024 -2.477 -1.02
O 0.684 2.780 -2.800 -0.25
S -0.341 2.150 -3.846 0.82
O -1.227 3.289 -4.120 -0.78
O 0.688 2.075 -5.102 -0.24
S -0.140 1.538 -6.494 -0.05
H 0.706 -4.648 2.561 0.29
H -0.444 -5.799 3.283 0.37
H 0.273 -4.526 4.253 0.29
H -2.174 -4.222 3.402 0.46
H -1.461 -3.801 1.864 0.18
H -0.004 -2.258 3.795 0.40
H -1.635 -2.274 4.385 0.46
H -1.001 -0.311 2.972 0.16
H -2.529 -1.063 2.612 0.47
H -1.666 -2.102 0.620 0.49
H -1.279 -0.408 0.572 0.16
H 0.524 -2.104 -0.166 0.35
H 0.650 -2.602 1.494 -0.06
H 2.308 -0.826 0.393 0.41
H 1.957 -0.844 2.087 0.34
H 0.226 0.968 1.736 0.23
H 1.881 1.409 1.428 0.42
H 0.718 2.435 -0.273 0.39
H -0.330 1.082 -0.611 0.07
H 1.259 0.057 -1.999 0.23
H 2.630 0.652 -1.060 0.43
H 2.590 2.778 -2.099 0.33
H 2.327 1.635 -3.399 0.48
H 0.709 0.528 -6.727 0.19
N -1.643 5.055 -2.160 -0.38
H -2.360 4.704 -1.525 0.39
H -1.948 5.943 -2.557 0.40
H -0.771 5.191 -1.648 0.36
H -1.477 4.352 -2.940 0.28


8
Properties=species:S:1:pos:R:3:mulliken_charge:R:1 method="wB97M-V/def2-TZVPD" e_tot_ha=-474.6258 spin_multiplicity=1 e_lumo_ev=0.76 molar_mass_g_mol=73.035 smiles="C=C=NP" homo_ev=-8.7 relative_energy_ev=1.302
C -0.639 -0.072 -0.091 0.66
C -1.825 -0.494 -0.294 -0.93
N 0.485 0.440 0.102 -0.32
P 2.043 -0.265 -0.076 -0.04
H -2.157 -0.683 -1.415 0.17
H -2.628 -0.695 0.316 0.32
H 2.685 0.875 -0.655 0.07
H 1.942 -1.170 -1.298 0.06